# 1
The following is a DFT calculation (ωB97M-V with the def2-TZVPD basis set) of a molecular structure, C23H26IrN6O4PS.

The geometry in XYZ format:
```
62
Properties=species:S:1:pos:R:3
Ir 0.7632 -1.2561 -0.3575
O -0.7473 -3.1530 1.6096
S -0.3133 -3.8126 0.1800
O -0.8107 -5.1437 0.2068
O -0.9379 -2.9116 -0.8026
O 1.1347 -3.6451 0.1558
N 1.5474 1.1770 -0.9609
C 0.4647 2.0656 -1.0260
C 0.5332 3.4051 -0.7438
C -0.6132 4.2128 -0.8618
C -1.8065 3.6842 -1.2660
C -1.9168 2.3011 -1.5355
C -3.1164 1.6759 -1.9383
C -3.1213 0.3268 -2.1523
C -1.9527 -0.4185 -1.9187
N -0.8167 0.1233 -1.5274
C -0.7763 1.4799 -1.3863
H 1.7305 0.7617 -1.8661
H 2.4005 1.5933 -0.6191
H 1.4764 3.8433 -0.4410
H -0.5295 5.2724 -0.6593
H -2.6792 4.3141 -1.3864
H -4.0139 2.2662 -2.0764
H -4.0188 -0.1843 -2.4717
H -1.9546 -1.4933 -2.0306
C 3.0572 -1.4821 -0.2900
C 3.4409 -1.2088 -1.6519
C 2.9740 -2.0285 -2.7110
C 3.1562 -1.6761 -4.0260
C 3.8572 -0.5059 -4.3596
C 4.4390 0.2462 -3.3337
C 4.2506 -0.1072 -2.0157
C 3.9538 -0.0731 -5.7119
N 4.0014 0.3003 -6.8003
H 3.5430 -0.8917 0.4815
H 2.9992 -2.5361 -0.0424
H 2.4391 -2.9348 -2.4483
H 2.7625 -2.2961 -4.8212
H 5.0385 1.1117 -3.5875
H 4.7323 0.4660 -1.2304
C -1.0193 0.6354 4.4924
N -1.2627 1.3372 3.2352
C -2.6368 1.1112 2.7831
N -2.9747 -0.3001 2.6880
C -2.6991 -0.9539 3.9611
N -1.3149 -0.7831 4.3937
C -0.3869 -1.5648 3.5890
P -0.5398 -1.4686 1.7032
C -0.2894 1.1611 2.2720
C -2.3619 -1.0209 1.5705
H -1.6725 1.0638 5.2550
H 0.0205 0.7778 4.7863
H -2.7736 1.5873 1.8107
H -3.3072 1.5726 3.5111
H -2.9138 -2.0185 3.8649
H -3.3497 -0.5233 4.7262
H -0.5663 -2.6187 3.8017
H 0.6379 -1.3320 3.8849
H -0.4868 1.6696 1.3372
H 0.7326 1.2371 2.6354
H -2.8718 -1.9803 1.4669
H -2.5346 -0.4574 0.6553
```

Output
ΔE to the lowest compared entry with this formula, charge and spin: 27.4 kcal per mole
HOMO-LUMO gap (spin up / spin down): 5.91 / 7.27 eV
E_tot: -2365.3041 a.u.
total charge: 0
multiplicity: 5

natural (NBO) atomic charges, in units of e:
1 Ir 0.89
2 O -1.01
3 S 2.59
4 O -0.92
5 O -1.02
6 O -0.98
7 N -0.81
8 C 0.14
9 C -0.24
10 C -0.18
11 C -0.21
12 C -0.10
13 C -0.11
14 C -0.26
15 C 0.08
16 N -0.50
17 C 0.19
18 H 0.41
19 H 0.40
20 H 0.22
21 H 0.22
22 H 0.22
23 H 0.22
24 H 0.23
25 H 0.25
26 C -0.72
27 C -0.03
28 C -0.25
29 C -0.14
30 C -0.24
31 C -0.17
32 C -0.22
33 C 0.28
34 N -0.33
35 H 0.20
36 H 0.25
37 H 0.23
38 H 0.23
39 H 0.22
40 H 0.20
41 C -0.06
42 N -0.40
43 C -0.06
44 N -0.45
45 C -0.07
46 N -0.45
47 C -0.52
48 P 1.08
49 C -0.30
50 C -0.55
51 H 0.20
52 H 0.21
53 H 0.21
54 H 0.20
55 H 0.21
56 H 0.20
57 H 0.25
58 H 0.23
59 H 0.20
60 H 0.19
61 H 0.24
62 H 0.22

# 2
The following is a DFT calculation (ωB97M-V with the def2-TZVPD basis set) of a single C23H26N2O3 molecule.

The geometry in XYZ format:
```
54
Properties=species:S:1:pos:R:3
C -1.1122 2.3018 5.5839
C -1.9692 3.1945 4.6914
O -1.9584 2.7834 3.3374
C -0.8827 3.0507 2.5521
C 0.2294 3.8105 2.9260
C 1.2422 4.0387 2.0198
C 1.1777 3.5146 0.7328
O 2.2113 3.7955 -0.0953
C 2.2303 3.3677 -1.3919
O 3.1704 3.6740 -2.0833
C 1.1055 2.5588 -1.8236
C 0.0759 2.2204 -1.0143
C -0.9771 1.2577 -1.5090
N -0.6049 -0.1421 -1.3701
C 0.5056 -0.5565 -2.2031
C 0.6069 -2.0800 -2.1770
N 0.8353 -2.5157 -0.8148
C 1.1774 -3.9269 -0.6918
C 0.0851 -4.8778 -1.1177
C -0.8688 -5.3136 -0.2055
C -1.9082 -6.1341 -0.6066
C -2.0090 -6.5306 -1.9291
C -1.0605 -6.1088 -2.8449
C -0.0218 -5.2886 -2.4411
C -0.2777 -2.1051 0.0156
C -0.3863 -0.5820 -0.0064
C 0.0758 2.7328 0.3395
C -0.9439 2.5258 1.2679
H -1.4518 1.2720 5.5084
H -0.0668 2.3402 5.2878
H -1.1988 2.6271 6.6168
H -1.6676 4.2451 4.7801
H -3.0190 3.1138 4.9864
H 0.3114 4.2370 3.9124
H 2.1023 4.6300 2.2903
H 1.1484 2.2346 -2.8516
H -1.9208 1.4013 -0.9804
H -1.1527 1.4374 -2.5731
H 0.3209 -0.2249 -3.2274
H 1.4640 -0.1340 -1.8575
H 1.4512 -2.3950 -2.7942
H -0.3211 -2.5049 -2.5964
H 2.0729 -4.0922 -1.2978
H 1.4348 -4.1025 0.3570
H -0.7916 -5.0138 0.8302
H -2.6407 -6.4657 0.1151
H -2.8204 -7.1703 -2.2435
H -1.1289 -6.4209 -3.8770
H 0.7202 -4.9702 -3.1598
H -0.0946 -2.4378 1.0399
H -1.2330 -2.5336 -0.3332
H -1.2352 -0.2758 0.6073
H 0.5353 -0.1555 0.4242
H -1.8220 1.9579 1.0112
```

Output
ΔE to the lowest compared entry with this formula, charge and spin: 69.0 kcal per mole
HOMO-LUMO gap: 8.35 eV
E_tot: -1227.2600 a.u.
total charge: 0
multiplicity: 1
structure (SMILES): CCOc1ccc2oc(=O)cc(CN3CCN(Cc4ccccc4)CC3)c2c1

natural (NBO) atomic charges, in units of e:
1 C -0.64
2 C -0.06
3 O -0.49
4 C 0.27
5 C -0.28
6 C -0.23
7 C 0.36
8 O -0.47
9 C 0.73
10 O -0.57
11 C -0.32
12 C 0.07
13 C -0.24
14 N -0.43
15 C -0.23
16 C -0.23
17 N -0.44
18 C -0.23
19 C -0.07
20 C -0.20
21 C -0.21
22 C -0.22
23 C -0.23
24 C -0.15
25 C -0.22
26 C -0.23
27 C -0.17
28 C -0.18
29 H 0.22
30 H 0.21
31 H 0.22
32 H 0.17
33 H 0.20
34 H 0.22
35 H 0.23
36 H 0.23
37 H 0.21
38 H 0.21
39 H 0.20
40 H 0.18
41 H 0.20
42 H 0.18
43 H 0.20
44 H 0.20
45 H 0.21
46 H 0.21
47 H 0.21
48 H 0.21
49 H 0.20
50 H 0.20
51 H 0.18
52 H 0.20
53 H 0.17
54 H 0.22

# 3
The following is a DFT calculation (ωB97M-V with the def2-TZVPD basis set) of a single C23H26N4O7S molecule.

The geometry in XYZ format:
```
61
Properties=species:S:1:pos:R:3
C -5.9180 -3.3806 0.3672
O -4.5628 -3.0411 0.2492
C -4.3143 -2.1050 -0.7738
C -2.8223 -1.7943 -0.8148
N -2.4069 -1.1410 0.4023
C -1.3120 -1.4888 1.0798
O -0.5332 -2.3661 0.7587
C -1.0785 -0.6217 2.3325
N -0.3630 0.5784 1.9396
C -1.1217 1.6543 1.5240
O -2.3330 1.6349 1.6081
N -0.4415 2.7543 1.0470
C -1.2548 3.9002 0.6549
C -1.9395 3.6983 -0.6961
C -0.9419 3.2551 -1.7670
C -0.7121 1.7554 -1.6806
O -1.6144 0.9708 -1.4509
N 0.5524 1.3464 -1.9076
C 0.8802 -0.0613 -2.0362
C 2.2479 -0.4157 -1.5202
C 3.3659 0.2892 -1.9436
C 4.6517 -0.0471 -1.5289
C 4.7715 -1.1272 -0.6903
C 3.6527 -1.8449 -0.2647
C 2.3808 -1.5077 -0.6574
O 4.0543 -2.8552 0.5685
C 5.4618 -2.7808 0.6184
O 5.9008 -1.6720 -0.1367
C 0.9384 2.8520 0.8534
O 1.4388 3.8198 0.3136
C 1.6445 1.7145 1.3625
S 3.3649 1.5599 1.4272
C 3.2046 0.0162 2.1530
C 1.9167 -0.3811 2.3270
C 1.0037 0.6030 1.8787
H -5.9895 -4.1012 1.1790
H -6.5314 -2.5014 0.6035
H -6.2984 -3.8332 -0.5576
H -4.8830 -1.1798 -0.5874
H -4.6312 -2.5106 -1.7475
H -2.2493 -2.7203 -0.8948
H -2.6126 -1.1443 -1.6698
H -2.8989 -0.2954 0.6596
H -0.4862 -1.1762 3.0586
H -2.0303 -0.3206 2.7737
H -0.5750 4.7537 0.6108
H -2.0070 4.0584 1.4306
H -2.4138 4.6383 -0.9785
H -2.7094 2.9303 -0.6026
H -0.0050 3.8041 -1.6735
H -1.3624 3.4473 -2.7574
H 1.2795 2.0200 -2.0886
H 0.1142 -0.6197 -1.4930
H 0.8165 -0.3473 -3.0971
H 3.2504 1.1193 -2.6244
H 5.5152 0.5076 -1.8540
H 1.5240 -2.0616 -0.3086
H 5.7906 -2.6684 1.6639
H 5.8970 -3.7053 0.2038
H 4.0878 -0.5267 2.4246
H 1.6463 -1.3381 2.7301
```

Output
ΔE to the lowest compared entry with this formula, charge and spin: 4.5 kcal per mole
HOMO-LUMO gap: 8.43 eV
E_tot: -2036.0294 a.u.
total charge: 0
multiplicity: 1
structure (SMILES): COCCNC(=O)Cn1c(=O)n(CCCC(=O)NCc2ccc3c(c2)OCO3)c(=O)c2sccc21

natural (NBO) atomic charges, in units of e:
1 C -0.24
2 O -0.54
3 C -0.06
4 C -0.25
5 N -0.59
6 C 0.67
7 O -0.66
8 C -0.30
9 N -0.41
10 C 0.82
11 O -0.65
12 N -0.47
13 C -0.22
14 C -0.41
15 C -0.51
16 C 0.69
17 O -0.67
18 N -0.61
19 C -0.24
20 C -0.03
21 C -0.22
22 C -0.25
23 C 0.21
24 C 0.30
25 C -0.28
26 O -0.49
27 C 0.24
28 O -0.48
29 C 0.67
30 O -0.62
31 C -0.39
32 S 0.51
33 C -0.35
34 C -0.30
35 C 0.20
36 H 0.19
37 H 0.16
38 H 0.16
39 H 0.16
40 H 0.17
41 H 0.23
42 H 0.23
43 H 0.43
44 H 0.23
45 H 0.25
46 H 0.23
47 H 0.23
48 H 0.21
49 H 0.24
50 H 0.23
51 H 0.24
52 H 0.41
53 H 0.24
54 H 0.20
55 H 0.20
56 H 0.23
57 H 0.26
58 H 0.15
59 H 0.16
60 H 0.24
61 H 0.24

# 4
The following is a DFT calculation (ωB97M-V with the def2-TZVPD basis set) of a molecular structure, C23H26N5ReS2SeSi.

The geometry in XYZ format:
```
59
Properties=species:S:1:pos:R:3
Re -0.7814 0.2128 0.0652
C 0.0520 4.6332 3.0598
S -1.0388 4.7956 1.6219
C -1.0737 3.1882 1.0060
S -0.1527 1.8712 1.7089
N -1.8252 3.0263 -0.0398
N -1.8462 1.8389 -0.6044
C -2.6389 1.6494 -1.6345
C -2.5815 0.3840 -2.2821
C -3.3104 0.0822 -3.4392
C -3.1482 -1.1474 -4.0375
C -2.2581 -2.0596 -3.4709
C -1.5852 -1.7114 -2.3154
N -1.7466 -0.5314 -1.7249
H -0.0958 5.5374 3.6409
H 1.0823 4.5495 2.7318
H -0.2463 3.7581 3.6291
H -3.2688 2.4564 -1.9799
H -3.9767 0.8240 -3.8473
H -3.6959 -1.3962 -4.9334
H -2.0958 -3.0257 -3.9170
H -0.8806 -2.3887 -1.8461
C 3.6190 -3.3044 1.8066
C 3.4890 -2.0004 1.3567
C 2.2376 -1.4844 1.0877
C 1.0967 -2.2603 1.2618
C 1.2340 -3.5822 1.7100
C 2.4870 -4.0907 1.9788
N -0.1722 -1.7124 1.0217
N -1.1203 -2.4679 1.3930
C -2.3812 -1.9976 1.2845
C -3.4558 -2.8447 1.5878
C -4.7367 -2.3609 1.4807
C -4.9397 -1.0285 1.1373
C -3.8741 -0.1884 0.8403
C -2.5658 -0.6527 0.8630
H 4.5985 -3.6964 2.0330
H 4.3671 -1.3868 1.2150
H 2.1143 -0.4647 0.7586
H 0.3446 -4.1759 1.8446
H 2.5916 -5.1081 2.3197
H -3.2579 -3.8644 1.8738
H -5.5801 -3.0090 1.6570
H -5.9486 -0.6498 1.0736
H -4.0901 0.8392 0.5689
C 3.3588 3.3427 -1.8117
Si 3.3444 1.6238 -0.9913
C 4.4117 0.3223 -1.8831
C 3.6352 1.8683 0.8831
Se 1.1883 0.6929 -1.3907
H 4.3819 3.7017 -1.8836
H 2.7990 4.0721 -1.2304
H 2.9419 3.3298 -2.8148
H 5.4611 0.5931 -1.8617
H 4.1140 0.2459 -2.9261
H 4.3110 -0.6665 -1.4444
H 4.6506 2.2124 1.0522
H 3.4936 0.9766 1.4837
H 2.9639 2.6294 1.2741
```

Output
HOMO-LUMO gap (spin up / spin down): 5.60 / 5.81 eV
E_tot: -4731.2033 a.u.
total charge: +1
multiplicity: 2

natural (NBO) atomic charges, in units of e:
1 Re 0.81
2 C -0.75
3 S 0.40
4 C -0.08
5 S 0.02
6 N -0.37
7 N -0.23
8 C 0.11
9 C 0.12
10 C -0.18
11 C -0.13
12 C -0.21
13 C 0.08
14 N -0.43
15 H 0.25
16 H 0.23
17 H 0.24
18 H 0.24
19 H 0.24
20 H 0.24
21 H 0.25
22 H 0.23
23 C -0.18
24 C -0.21
25 C -0.24
26 C 0.16
27 C -0.20
28 C -0.20
29 N -0.22
30 N -0.12
31 C 0.01
32 C -0.15
33 C -0.22
34 C -0.16
35 C -0.25
36 C -0.22
37 H 0.23
38 H 0.22
39 H 0.22
40 H 0.24
41 H 0.23
42 H 0.23
43 H 0.23
44 H 0.23
45 H 0.21
46 C -1.11
47 Si 1.51
48 C -1.12
49 C -1.12
50 Se -0.33
51 H 0.25
52 H 0.25
53 H 0.25
54 H 0.25
55 H 0.25
56 H 0.25
57 H 0.25
58 H 0.24
59 H 0.25

> total charge of number 2 (C23H26N2O3)?

0

> Look up the multiplicity of the first one.

5